No. 1
Formula: C27H55ClN2O3PS3
Source: the Open Molecules 2025 dataset
Level of theory: ωB97M-V/def2-TZVPD

Last column: Löwdin charge in e.
Element x y z (Å)
C: -3.6410 3.6053 4.2665  -0.11
C: -4.4256 2.3870 4.7835  -0.24
C: -5.0850 1.5381 3.6751  -0.21
C: -4.5686 0.0964 3.5715  -0.22
C: -4.6952 -0.5045 2.1712  -0.21
C: -3.7769 0.1194 1.1185  -0.21
C: -2.2826 -0.0384 1.4439  -0.18
C: -1.6285 1.1438 2.1702  -0.17
N: -1.0660 2.2496 1.3588  -0.21
C: -1.6840 2.4738 0.0420  -0.20
C: -1.2624 3.8043 -0.5770  -0.19
C: -2.2702 4.3300 -1.6106  -0.20
C: -2.9313 3.2577 -2.4755  -0.23
C: -3.6921 3.8503 -3.6592  -0.22
C: -4.2668 2.7870 -4.6009  -0.22
C: -5.6556 2.2727 -4.1863  -0.26
C: -6.5045 1.7875 -5.3647  -0.11
C: 0.3315 2.2115 1.3004  -1.08
S: 1.3017 3.3786 1.8244  0.76
S: 1.0637 0.7194 0.5082  0.86
C: 1.9429 0.0037 1.9346  -0.47
C: 3.4001 -0.3187 1.5842  -0.24
C: 3.5074 -1.6942 0.9347  -0.16
N: 4.9223 -2.2194 1.0265  -0.06
C: 5.8618 -1.2350 0.3419  -0.06
C: 7.0656 -1.9226 -0.2597  -0.15
O: 6.7170 -2.9307 -1.1835  -0.10
C: 5.4438 -3.5354 -1.0050  -0.34
C: 5.4772 -4.8853 -1.7049  -0.18
C: 5.9487 -4.8542 -3.1668  -0.70
C: 5.4725 -3.6611 -3.9781  -0.11
Cl: 7.7313 -5.0318 -3.2785  0.63
C: 5.1610 -3.6296 0.5002  -0.24
P: 3.8337 -4.8162 1.0252  0.18
O: 3.6904 -4.4363 2.5880  -0.18
O: 4.5996 -6.2113 0.9709  -0.16
S: 2.2187 -4.7323 0.0540  0.46
H: -3.9938 3.9201 3.2828  0.07
H: -3.7340 4.4556 4.9415  0.07
H: -2.5730 3.4001 4.1718  0.06
H: -3.7439 1.7479 5.3501  0.10
H: -5.1862 2.7309 5.4835  0.10
H: -6.1617 1.4953 3.8530  0.11
H: -4.9740 2.0485 2.7150  0.09
H: -3.5316 0.0400 3.9193  0.10
H: -5.1342 -0.5309 4.2648  0.11
H: -4.5089 -1.5816 2.2163  0.11
H: -5.7315 -0.3845 1.8401  0.12
H: -3.9926 -0.3429 0.1533  0.11
H: -4.0333 1.1756 1.0155  0.08
H: -1.7056 -0.2888 0.5538  0.08
H: -2.1839 -0.9041 2.1078  0.11
H: -2.3345 1.5951 2.8687  0.10
H: -0.8070 0.7629 2.7815  0.11
H: -2.7601 2.4787 0.2017  0.11
H: -1.4435 1.6462 -0.6397  0.11
H: -0.2658 3.7319 -1.0198  0.11
H: -1.1804 4.5190 0.2452  0.11
H: -1.7489 5.0167 -2.2827  0.11
H: -3.0310 4.9267 -1.1004  0.12
H: -2.1636 2.5770 -2.8606  0.12
H: -3.6335 2.6665 -1.8798  0.11
H: -4.5145 4.4599 -3.2696  0.11
H: -3.0408 4.5366 -4.2070  0.11
H: -3.5758 1.9367 -4.6054  0.11
H: -4.2940 3.1557 -5.6281  0.10
H: -6.1848 3.0630 -3.6493  0.10
H: -5.5223 1.4426 -3.4881  0.10
H: -6.3023 2.3774 -6.2603  0.07
H: -6.3086 0.7418 -5.6036  0.07
H: -7.5697 1.8854 -5.1545  0.07
H: 1.4051 -0.8921 2.2504  0.08
H: 1.9152 0.7227 2.7497  0.06
H: 3.9922 -0.3058 2.5078  0.13
H: 3.7689 0.4593 0.9179  0.10
H: 3.2625 -1.6650 -0.1267  0.13
H: 2.8503 -2.3989 1.4342  0.07
H: 5.1523 -2.2094 2.0202  0.18
H: 5.2852 -0.7191 -0.4221  0.14
H: 6.1869 -0.5166 1.0911  0.15
H: 7.7189 -2.3301 0.5210  0.14
H: 7.6374 -1.1675 -0.7997  0.15
H: 4.6616 -2.9124 -1.4604  0.15
H: 6.1336 -5.5588 -1.1523  0.11
H: 4.4741 -5.3136 -1.6930  0.09
H: 5.5495 -5.7552 -3.6281  0.10
H: 4.3963 -3.7387 -4.1481  0.09
H: 5.9692 -3.6461 -4.9454  0.08
H: 5.6891 -2.7160 -3.4827  0.07
H: 6.0861 -3.9721 0.9741  0.15
H: 4.3926 -4.7175 3.1872  0.09
H: 5.0880 -6.5076 1.7441  0.10

Output
Orbital gap (eV): 7.14
Relative energy (zero: lowest compared OMol25 entry of this formula, charge and spin) (kcal/mol): 0.0
Net charge: +1
Molar mass (g/mol): 618.38



No. 2
Formula: C27H55FN4O8PS
Source: the Open Molecules 2025 dataset
Level of theory: ωB97M-V/def2-TZVPD

Last column: Löwdin charge in e.
Element x y z (Å)
C: -0.1818 -4.6069 1.9700  -0.07
C: 1.4231 -4.6922 1.8985  -0.37
O: 1.8028 -5.6515 0.8730  -0.08
C: 1.9717 -3.1916 1.5909  -0.17
N: 1.6447 -2.7704 0.1993  -0.10
C: 1.4062 -1.3113 0.0712  -0.19
C: 2.7923 -0.6177 -0.4428  -0.17
O: 3.2281 0.4819 0.4215  -0.26
P: 2.7894 2.0021 -0.1711  0.98
C: 3.2127 2.3081 -1.9843  -0.25
C: 1.9566 2.4900 -2.9713  -0.22
C: 1.0904 1.1660 -3.2218  -0.21
C: -0.3673 1.4148 -3.8511  -0.18
C: -1.2105 2.6062 -3.1780  -0.21
C: -2.7003 2.1682 -2.7043  -0.18
C: -3.2571 3.1563 -1.5271  -0.19
C: -3.8876 2.2908 -0.3098  -0.21
C: -5.2884 2.8628 0.2361  -0.21
C: -6.4039 2.8928 -0.9368  -0.22
C: -7.9134 2.9683 -0.3804  -0.18
C: -8.4375 1.5105 0.1333  -0.16
N: -8.4837 0.5177 -0.9888  -0.18
C: -8.3731 -0.8725 -0.6007  -0.07
C: -8.3557 -1.6707 -1.9438  -0.08
C: -8.4733 -0.6456 -3.1103  -0.08
C: -8.6059 0.7304 -2.4183  -0.08
C: 3.8285 3.2609 0.8295  -0.17
C: 3.8906 2.8008 2.3961  -0.33
C: 3.3879 3.9387 3.4068  -0.04
F: 5.2636 2.4770 2.7674  -0.07
S: 0.7225 2.4930 0.3378  0.61
C: 0.3178 4.2807 0.0503  -0.15
O: 0.6635 2.2972 1.8525  -0.37
O: -0.2713 1.5303 -0.2507  -0.35
H: -0.6588 -5.6196 1.7134  0.09
H: -0.6229 -3.7572 1.3269  0.08
H: -0.4593 -4.3775 3.0680  0.09
H: 1.8133 -5.0968 2.8960  0.14
H: 1.1430 -5.6432 0.1481  0.09
H: 3.1114 -3.2508 1.7857  0.11
H: 1.5006 -2.4498 2.3480  0.13
H: 0.9024 -3.3371 -0.2256  0.10
H: 0.5775 -1.1853 -0.7279  0.12
H: 0.9936 -0.8082 1.0185  0.12
H: 3.5879 -1.4497 -0.3240  0.15
H: 2.7612 -0.3749 -1.5572  0.10
H: 3.8190 3.2938 -2.0465  0.12
H: 3.9482 1.4821 -2.2979  0.12
H: 2.3981 2.7875 -3.9996  0.14
H: 1.3661 3.3966 -2.6111  0.08
H: 1.6738 0.5381 -4.0020  0.13
H: 0.9587 0.4922 -2.3098  0.07
H: -1.0175 0.4617 -3.7771  0.12
H: -0.2350 1.6268 -4.9644  0.11
H: -1.3760 3.3980 -4.0019  0.12
H: -0.7203 3.0984 -2.2743  0.05
H: -2.7315 1.0858 -2.3231  0.11
H: -3.4279 2.3344 -3.5862  0.12
H: -4.0661 3.8680 -1.9488  0.10
H: -2.4296 3.8424 -1.1217  0.08
H: -3.1406 2.2841 0.5749  0.11
H: -4.0864 1.2035 -0.6339  0.11
H: -5.1829 3.9118 0.7031  0.12
H: -5.6745 2.1171 1.0251  0.11
H: -6.2419 3.8348 -1.5689  0.10
H: -6.2902 1.9747 -1.6319  0.11
H: -8.6763 3.2762 -1.1925  0.11
H: -7.9628 3.6480 0.5422  0.12
H: -7.7273 1.1251 0.9444  0.11
H: -9.4799 1.6061 0.6055  0.13
H: -8.3205 -1.3180 0.4436  0.11
H: -8.2786 -2.7947 -2.0823  0.07
H: -8.4644 -0.7886 -4.2431  0.08
H: -8.7773 1.7501 -2.8910  0.11
H: 4.9040 3.1450 0.4431  0.13
H: 3.4194 4.3223 0.7618  0.10
H: 3.2545 1.8731 2.5868  0.13
H: 4.2635 4.2839 4.0588  0.10
H: 2.5478 3.5518 4.0998  0.10
H: 2.9185 4.8338 2.8447  0.08
H: -0.8017 4.4958 0.2496  0.10
H: 0.5552 4.6616 -0.9985  0.07
H: 0.8874 4.9700 0.7818  0.09
C: 6.3814 -4.2393 2.7826  0.03
N: 5.4353 -4.8969 3.7208  -0.43
O: 5.9000 -5.6940 4.5183  0.07
O: 4.2573 -4.5893 3.6233  0.04
H: 7.3843 -4.6054 2.9823  0.07
H: 6.0722 -4.4961 1.7705  0.10
H: 6.3213 -3.1649 2.9548  0.10
C: 8.8238 -7.4470 2.4883  0.05
N: 9.1044 -6.5131 1.3660  -0.43
O: 10.1324 -6.6861 0.7368  0.09
O: 8.2773 -5.6362 1.1571  0.02
H: 9.6367 -8.1675 2.5566  0.10
H: 8.7558 -6.8544 3.4002  0.10
H: 7.8812 -7.9480 2.2710  0.11

Output
Orbital gap (eV): 4.74
Net charge: +1
Molar mass (g/mol): 645.80



No. 3
Formula: C27H56N2O20
Source: the Open Molecules 2025 dataset
Level of theory: ωB97M-V/def2-TZVPD

Last column: Löwdin charge in e.
Element x y z (Å)
C: -5.3316 5.8982 -9.0539  -0.06
C: -4.3489 5.1874 -8.1514  -0.21
O: -4.5345 5.5498 -6.7685  0.03
C: -5.5542 4.9502 -6.1554  -0.61
O: -6.2864 4.1213 -6.6322  0.12
O: -5.6241 5.4200 -4.9081  -0.01
C: -6.7099 4.8992 -4.1311  -0.03
H: -5.2619 6.9777 -8.9180  0.08
H: -5.1048 5.6659 -10.0950  0.08
H: -6.3517 5.5801 -8.8446  0.08
H: -3.3256 5.4889 -8.3667  0.12
H: -4.4260 4.1049 -8.2475  0.12
H: -6.6999 3.8115 -4.1258  0.10
H: -7.6606 5.2539 -4.5254  0.10
H: -6.5563 5.2852 -3.1275  0.09
C: -0.1282 3.8695 2.7973  -0.06
C: -0.2960 4.2936 1.3569  -0.21
O: -1.5049 5.0547 1.1600  0.03
C: -1.4451 6.3294 1.5413  -0.62
O: -0.4695 6.9051 1.9536  0.12
O: -2.6364 6.8875 1.3189  0.00
C: -2.7258 8.2712 1.6805  -0.03
H: -1.0026 3.3112 3.1332  0.08
H: 0.7451 3.2230 2.8897  0.08
H: 0.0102 4.7335 3.4459  0.08
H: -0.4185 3.4307 0.7051  0.12
H: 0.5541 4.8803 1.0094  0.12
H: -1.9303 8.8427 1.2072  0.09
H: -2.6734 8.3931 2.7610  0.10
H: -3.6931 8.6022 1.3140  0.10
C: 1.9786 -2.3129 3.6091  -0.05
C: 1.6974 -0.9106 4.0992  -0.20
O: 0.4557 -0.4072 3.5664  0.03
C: -0.6429 -0.8680 4.1631  -0.62
O: -0.6834 -1.5972 5.1214  0.12
O: -1.7021 -0.3923 3.5053  -0.01
C: -2.9660 -0.8590 3.9936  -0.03
H: 1.9852 -2.3452 2.5186  0.08
H: 2.9543 -2.6412 3.9696  0.08
H: 1.2265 -3.0108 3.9755  0.07
H: 2.4483 -0.2086 3.7420  0.12
H: 1.6608 -0.8616 5.1870  0.12
H: -3.0719 -0.6392 5.0538  0.10
H: -3.0600 -1.9324 3.8355  0.10
H: -3.7137 -0.3238 3.4165  0.09
C: 6.5545 -6.5522 7.6564  -0.07
C: 6.2357 -5.6839 6.4606  -0.21
O: 4.8389 -5.7456 6.1118  0.03
C: 4.0279 -5.0145 6.8771  -0.62
O: 4.3664 -4.2773 7.7688  0.12
O: 2.7788 -5.1893 6.4474  0.00
C: 1.7891 -4.4514 7.1750  -0.03
H: 6.2401 -7.5804 7.4749  0.08
H: 7.6303 -6.5467 7.8353  0.08
H: 6.0549 -6.1813 8.5499  0.08
H: 6.7456 -6.0401 5.5675  0.12
H: 6.5127 -4.6447 6.6351  0.12
H: 2.0423 -3.3935 7.2014  0.09
H: 1.7061 -4.8306 8.1922  0.10
H: 0.8587 -4.6000 6.6359  0.09
C: 0.5197 -7.7870 0.0398  -0.06
C: 1.4220 -6.7446 0.6597  -0.20
O: 1.1773 -5.4305 0.1163  0.01
C: 0.0978 -4.8086 0.5895  -0.61
O: -0.6511 -5.2242 1.4363  0.12
O: -0.0091 -3.6318 -0.0316  0.00
C: -1.1348 -2.8492 0.3816  -0.03
H: 0.6274 -7.7898 -1.0457  0.08
H: 0.7944 -8.7741 0.4133  0.08
H: -0.5225 -7.6004 0.2937  0.08
H: 2.4664 -6.9376 0.4202  0.12
H: 1.3128 -6.7044 1.7428  0.12
H: -1.1332 -2.7275 1.4634  0.09
H: -2.0652 -3.3204 0.0689  0.10
H: -1.0164 -1.8852 -0.1033  0.10
C: 6.0986 -9.2100 -4.2496  -0.07
C: 5.3276 -8.4525 -5.3069  -0.21
O: 4.0113 -8.0866 -4.8501  0.03
C: 3.9633 -7.0296 -4.0386  -0.61
O: 4.8985 -6.3428 -3.7112  0.12
O: 2.6940 -6.8301 -3.6869  0.01
C: 2.4863 -5.7111 -2.8154  -0.03
H: 5.5378 -10.0870 -3.9248  0.08
H: 7.0521 -9.5433 -4.6609  0.08
H: 6.2983 -8.5768 -3.3866  0.08
H: 5.1395 -9.0753 -6.1794  0.12
H: 5.8571 -7.5539 -5.6217  0.12
H: 2.8992 -4.8033 -3.2502  0.10
H: 2.9503 -5.8908 -1.8473  0.09
H: 1.4107 -5.6232 -2.7009  0.09
N: -0.7744 7.4657 -2.7303  0.00
C: -0.7957 8.8816 -2.3462  -0.24
C: -1.9895 9.6132 -2.9502  -0.17
O: -3.0569 9.7106 -1.9891  -0.05
C: -4.2749 9.2467 -2.4394  -0.61
N: -4.4312 7.8750 -2.2357  0.18
O: -5.1076 9.9687 -2.8802  0.14
H: -0.1447 7.3086 -3.5090  0.07
H: -0.4127 6.9009 -1.9698  0.06
H: 0.1279 9.4113 -2.6127  0.11
H: -0.8964 8.9428 -1.2582  0.11
H: -1.7347 10.6298 -3.2627  0.12
H: -2.3446 9.0607 -3.8283  0.13
H: -3.6797 7.4887 -1.6787  0.09
H: -4.5535 7.3469 -3.0928  0.10

Output
Orbital gap (eV): 10.13
Molar mass (g/mol): 728.74



> Which of these has the highest molar mass?

C27H56N2O20



> What is the molar mass in the third record?

728.74 g/mol



> What is the formula in the first record?

C27H55ClN2O3PS3



> The highest molar mass belongs to which entry?

C27H56N2O20